# 1
Density functional theory data (ωB97M-V/def2-TZVPD) for a structure of composition C18H52Cl3O20 in a non-equilibrium geometry.

E_HOMO: -5.8 eV
E: -3601.088862 hartree
Gap between HOMO and LUMO: 7.676 eV
Net charge: -1
Lowest unoccupied orbital energy: 1.828 eV

The geometry in XYZ format:
```
93
C18H52Cl3O20 (ωB97M-V/def2-TZVPD)
Cl -0.138 0.065 0.309
O -0.986 -0.502 -0.708
O 1.260 0.005 -0.054
O -0.529 1.474 0.474
O -0.326 -0.581 1.572
C 1.340 -1.639 -3.469
C 0.000 -1.056 -3.086
O -1.101 -1.865 -3.457
O 1.570 -1.693 -4.851
H 1.512 -2.614 -3.013
H 2.123 -0.990 -3.077
H -0.041 -0.115 -3.635
H -0.057 -0.741 -2.044
H -1.143 -2.664 -2.927
H 2.529 -1.741 -4.885
C 0.920 3.349 0.628
C -0.465 3.792 0.004
O -0.381 5.168 -0.523
O 1.477 4.441 1.359
H 1.537 3.058 -0.222
H 0.755 2.558 1.359
H -1.201 3.816 0.808
H -0.899 3.189 -0.793
H 0.027 5.578 0.243
H 2.396 4.309 1.601
C -0.341 -2.874 -0.131
C -1.038 -3.231 -1.503
O -0.110 -3.225 -2.579
O 0.234 -4.031 0.325
H -1.222 -2.501 0.393
H 0.421 -2.105 -0.261
H -1.769 -2.437 -1.651
H -1.624 -4.150 -1.465
H 0.530 -3.874 -2.280
H 0.459 -3.853 1.240
C 2.293 -1.713 -0.794
C 2.613 -3.221 -1.055
O 3.366 -3.667 0.053
O 3.467 -0.943 -1.006
H 1.951 -1.588 0.233
H 1.484 -1.238 -1.350
H 3.095 -3.329 -2.027
H 1.687 -3.795 -1.028
H 3.962 -2.962 0.313
H 4.042 -1.040 -0.244
C -3.367 0.628 -0.735
C -2.602 1.892 -1.156
O -2.794 2.271 -2.445
O -4.752 0.962 -0.749
H -3.152 0.290 0.279
H -3.083 -0.140 -1.454
H -1.550 1.632 -1.035
H -2.802 2.709 -0.462
H -3.714 2.517 -2.560
H -4.986 1.378 0.084
C -1.954 1.612 3.972
C -1.497 1.617 2.518
O -2.404 1.358 1.441
O -2.039 0.274 4.459
H -2.977 1.951 4.137
H -1.296 2.159 4.648
H -0.732 0.858 2.353
H -0.972 2.564 2.392
H -1.813 1.211 0.698
H -2.796 -0.040 3.960
C -2.834 -2.083 1.721
C -2.195 -2.104 3.104
O -0.782 -2.060 3.126
O -2.601 -0.823 1.015
H -3.921 -2.117 1.654
H -2.556 -2.958 1.132
H -2.497 -3.076 3.493
H -2.673 -1.332 3.708
H -0.434 -1.232 2.786
H -1.672 -0.630 0.871
C 2.533 2.406 -2.638
C 2.666 0.865 -2.440
O 1.330 0.333 -2.451
O 1.938 2.917 -1.400
H 2.052 2.758 -3.550
H 3.591 2.667 -2.668
H 3.227 0.620 -1.539
H 3.197 0.461 -3.303
H 0.906 0.431 -1.595
H 2.712 3.126 -0.873
Cl 1.091 2.634 3.012
C 1.293 0.907 2.564
C 2.649 0.227 2.950
Cl 2.929 0.375 4.682
H 1.333 0.967 1.476
H 0.362 0.430 2.870
H 3.430 0.615 2.297
H 2.527 -0.852 2.855
```



# 2
Density functional theory data (ωB97M-V/def2-TZVPD) for a cluster of 7 separate species, C18H52FN4O6 in total in a non-equilibrium geometry.

E_HOMO: -5.1 eV
ΔE to the lowest compared entry with this formula, charge and spin: 13.8 kcal/mol
E: -1487.232745 hartree
Gap between HOMO and LUMO: 8.010 eV
Net charge: -1
Lowest unoccupied orbital energy: 2.906 eV

The geometry in XYZ format:
```
81
C18H52FN4O6 (ωB97M-V/def2-TZVPD)
F 0.466 0.146 0.083
C 1.338 0.597 5.193
C 0.957 -0.049 3.840
C -0.581 -0.290 3.625
O -1.436 0.823 3.833
C -1.847 0.899 5.192
N 1.344 0.912 2.819
H 0.811 1.532 5.378
H 2.414 0.763 5.251
H 0.995 -0.080 5.977
H 1.524 -0.970 3.696
H -1.049 -1.084 4.212
H -0.741 -0.699 2.627
H -1.126 0.497 5.904
H -2.720 0.259 5.336
H -2.128 1.927 5.419
H 2.347 1.008 2.907
H 1.234 0.418 1.941
C 3.362 3.512 -1.280
C 1.910 3.831 -0.876
C 0.835 3.403 -1.874
O -0.423 3.995 -1.523
C -0.646 5.280 -2.130
N 1.698 3.209 0.384
H 3.501 2.496 -1.651
H 4.067 3.729 -0.478
H 3.622 4.066 -2.185
H 1.835 4.906 -0.701
H 0.823 2.315 -1.941
H 1.083 3.661 -2.906
H -1.451 5.783 -1.594
H -0.891 5.169 -3.186
H 0.158 5.980 -1.898
H 2.358 3.681 0.988
H 2.176 2.333 0.210
C -3.332 0.041 -2.512
C -3.174 0.769 -1.142
C -3.099 -0.242 0.032
O -2.932 0.411 1.245
C -4.033 0.286 2.164
N -1.983 1.586 -1.238
H -3.411 0.751 -3.336
H -4.300 -0.463 -2.482
H -2.555 -0.669 -2.795
H -4.007 1.456 -0.984
H -2.263 -0.920 -0.145
H -3.949 -0.926 -0.016
H -3.825 0.787 3.108
H -4.081 -0.768 2.444
H -4.945 0.572 1.638
H -1.159 1.038 -1.448
H -2.083 2.097 -2.105
C -0.728 -2.761 -4.208
C -0.150 -2.702 -2.772
C 1.136 -3.596 -2.640
O 0.768 -4.925 -2.956
C 1.936 -5.754 -3.107
N 0.064 -1.266 -2.485
H -0.916 -3.790 -4.513
H -0.069 -2.300 -4.944
H -1.673 -2.217 -4.179
H -0.891 -2.951 -2.012
H 1.523 -3.527 -1.621
H 1.951 -3.277 -3.292
H 2.708 -5.467 -3.823
H 1.615 -6.731 -3.468
H 2.393 -5.971 -2.141
H 0.325 -1.007 -1.542
H 0.759 -0.876 -3.107
C 3.856 -0.520 0.528
O 3.055 -0.192 -0.615
H 4.903 -0.426 0.244
H 3.589 -0.067 1.484
H 3.623 -1.551 0.803
H 2.152 -0.001 -0.334
C -0.638 -3.286 1.367
O 0.502 -2.447 1.313
H -0.357 -4.229 1.836
H -1.437 -2.803 1.931
H -0.902 -3.501 0.331
H 0.211 -1.626 0.901
```